(1)
DFT (wB97M-V/def2-TZVPD) results for 9 unconnected molecules or ions with the total composition C34H61F12N10O4P2.

```
123
Properties=species:S:1:pos:R:3:forces:R:3:lowdin_charge:R:1
C -2.7339 1.8540 -0.6502 0.57 0.39 1.19 -0.05
C -4.0329 2.6229 -0.6357 1.89 0.33 0.34 -0.17
N -5.0480 1.7818 -1.1830 -1.79 0.07 -2.10 -0.06
C -5.5920 0.7103 -0.5422 -3.30 -0.13 -1.33 0.02
C -6.7395 0.3637 -1.3236 2.08 -0.05 2.09 -0.03
N -6.7363 1.1461 -2.4035 0.66 0.75 -1.16 -0.12
C -5.6786 2.0008 -2.3858 -0.35 -1.03 2.55 0.06
C -7.7009 0.9848 -3.4854 0.58 0.95 -1.26 0.02
H -2.0139 2.5566 -0.2306 0.52 -0.02 -0.49 0.09
H -2.4775 1.4776 -1.6404 0.13 0.23 0.10 0.06
H -2.6872 1.0486 0.0828 -0.31 -0.33 -0.17 0.07
H -3.8589 3.5263 -1.2203 -0.60 -0.07 -0.22 0.14
H -4.2826 2.9491 0.3739 -0.18 -0.10 0.01 0.13
H -5.3935 0.3918 0.4705 0.42 0.21 -0.19 0.15
H -7.5621 -0.3219 -1.1834 0.31 -0.08 0.23 0.14
H -5.4174 2.7724 -3.0949 -0.12 -0.12 0.05 0.17
H -7.1532 1.2061 -4.4015 0.01 -0.34 -0.16 0.10
H -8.4504 1.7763 -3.4836 -0.32 -0.40 0.54 0.11
H -8.0804 -0.0349 -3.5517 -0.09 0.31 0.30 0.11
C 0.7000 2.7404 6.5342 0.13 -1.09 0.06 -0.02
C -0.0123 1.3383 6.5338 -1.06 0.77 -0.52 -0.14
N -0.1864 0.6797 5.2409 1.59 -3.77 -3.61 -0.07
C -1.0395 0.9805 4.1800 1.72 -0.51 -0.61 0.04
C -0.6931 0.1547 3.0792 -1.57 0.66 2.29 0.01
N 0.2172 -0.8125 3.4983 -1.11 3.86 4.76 -0.07
C 0.5036 -0.4531 4.8463 -0.63 0.88 -1.56 0.02
C 0.5925 -1.9893 2.8128 0.96 -1.13 -0.92 -0.02
H 0.0268 3.5347 6.8567 0.08 -0.19 0.01 0.08
H 1.1361 3.0379 5.5806 -0.32 -0.22 -0.21 0.08
H 1.5468 2.6398 7.2131 -0.12 0.32 0.17 0.07
H -1.0776 1.4210 6.7492 0.17 0.41 1.14 0.13
H 0.4525 0.5898 7.1756 -0.05 0.28 0.11 0.12
H -1.7453 1.7747 4.3737 -0.05 0.20 -0.85 0.13
H -1.2349 0.1145 2.1458 0.52 -0.13 -0.20 0.11
H 1.1935 -0.9530 5.5099 0.05 -0.12 -0.30 0.15
H 1.5342 -1.8251 2.2890 -0.07 0.06 -0.31 0.09
H -0.1809 -2.2278 2.0827 0.17 0.04 0.04 0.09
H 0.7686 -2.8300 3.4838 -0.31 0.17 0.22 0.10
C 3.6508 -2.9443 -3.3133 -0.64 -1.14 0.62 -0.03
C 2.2936 -3.5509 -3.7151 1.03 0.10 -0.81 -0.18
N 1.2365 -2.5694 -3.8962 -2.48 2.15 -1.06 -0.03
C 0.0819 -2.9239 -4.6165 -0.10 0.50 0.08 -0.03
C -0.7546 -1.8424 -4.6875 0.94 -0.83 1.28 -0.01
N -0.1724 -0.8632 -3.8913 1.37 -1.79 -1.19 -0.07
C 1.0829 -1.2416 -3.5598 -0.50 -1.70 0.18 0.08
C -0.8513 0.3388 -3.5794 -0.32 1.89 0.04 -0.01
H 4.1273 -2.3498 -4.0928 -0.43 0.33 0.18 0.10
H 4.3214 -3.7822 -3.1232 0.04 -0.10 -0.06 0.08
H 3.5331 -2.4570 -2.3454 0.19 0.54 -0.22 0.06
H 1.8738 -4.3450 -3.0976 0.38 0.26 0.70 0.10
H 2.3933 -4.0618 -4.6728 0.14 0.23 -0.24 0.13
H -0.0511 -3.9251 -4.9991 0.15 0.18 -0.13 0.13
H -1.7080 -1.6587 -5.1603 0.14 -0.25 0.08 0.13
H 1.8512 -0.6318 -3.1078 -0.06 0.25 0.29 0.16
H -1.9335 0.2260 -3.5142 0.01 -0.80 0.25 0.08
H -0.7601 1.0381 -4.4105 0.63 0.41 0.30 0.12
H -0.4839 0.7013 -2.6194 0.04 0.34 -0.31 0.08
C -5.3397 -2.9808 -0.9887 0.81 -0.31 -1.07 -0.03
C -4.4317 -2.6432 -2.2520 -2.40 0.04 0.65 -0.17
N -3.2022 -3.3462 -2.2705 3.00 -1.30 1.25 -0.07
C -2.9935 -4.6447 -2.7476 -0.41 0.85 -0.08 0.01
C -1.8277 -5.0910 -2.2184 0.44 0.25 0.63 0.00
N -1.2899 -4.1018 -1.3889 -3.56 1.28 -2.54 -0.06
C -2.1558 -3.0265 -1.4892 0.63 -1.35 0.34 0.03
C 0.0209 -4.1478 -0.8184 0.01 1.10 1.49 0.01
H -6.1785 -2.2848 -0.9748 0.10 -0.19 0.10 0.05
H -4.8047 -2.9736 -0.0391 0.19 0.50 -0.10 0.08
H -5.7010 -4.0058 -1.0716 -0.22 0.06 -0.18 0.08
H -4.3084 -1.5624 -2.3221 0.39 -0.09 -0.06 0.11
H -4.9516 -3.0005 -3.1408 -0.25 0.36 -0.03 0.13
H -3.7063 -4.9857 -3.4838 0.25 -0.59 0.22 0.14
H -1.2728 -6.0164 -2.2658 -0.35 -0.03 -0.41 0.14
H -2.1133 -2.0765 -0.9772 0.66 0.07 0.23 0.15
H 0.4250 -3.1458 -0.9626 0.81 -0.16 -0.28 0.09
H 0.5865 -5.0103 -1.1707 -0.06 0.37 -0.08 0.10
H -0.1311 -4.1786 0.2605 0.34 -0.46 0.11 0.10
C 6.2006 -1.4796 -0.0492 1.89 -0.83 -0.26 -0.06
C 4.9672 -2.0085 0.6508 0.27 1.68 -0.37 -0.14
N 4.7947 -1.1678 1.8745 -1.56 0.55 1.80 -0.05
C 5.3487 -1.5421 3.0786 -0.12 2.22 1.85 -0.01
C 4.9755 -0.5910 4.1065 -0.57 -2.26 -4.47 0.05
N 4.0401 0.2615 3.4324 3.12 -2.49 -1.00 -0.07
C 4.0117 -0.0890 2.1010 0.09 0.09 1.25 0.00
C 3.4486 1.4023 4.0632 -1.06 0.49 0.32 -0.02
H 6.2606 -0.5851 -0.6692 -0.95 0.26 0.49 0.10
H 6.6942 -2.2310 -0.6654 -0.54 -0.45 -0.32 0.08
H 6.9632 -1.4131 0.7267 0.10 0.56 0.14 0.08
H 5.1914 -3.0207 0.9871 -0.43 0.06 0.04 0.12
H 4.0624 -1.9233 0.0488 -0.10 -0.16 0.20 0.10
H 6.0335 -2.3742 3.0078 0.01 0.08 0.72 0.12
H 5.2225 -0.5986 5.1579 -0.18 0.35 -0.20 0.12
H 3.4280 0.4327 1.3571 0.07 -0.02 -0.06 0.13
H 3.4594 1.2553 5.1432 0.00 -0.24 -0.02 0.09
H 2.4157 1.3690 3.7166 -0.08 0.80 0.12 0.09
H 3.9480 2.3497 3.8603 -0.04 -0.19 -0.47 0.09
C 1.9539 2.5597 -3.2116 -0.01 -0.22 0.90 -0.06
C 2.5814 2.3193 -4.5846 1.49 0.21 -0.54 -0.82
O 3.5990 1.5799 -4.7297 -0.82 -0.55 0.98 -0.12
O 2.0612 2.9847 -5.4867 -1.06 0.32 -0.71 -0.08
H 2.2726 1.8780 -2.4230 -0.10 -0.57 -0.08 0.04
H 0.8712 2.5915 -3.3337 -0.17 -0.14 0.13 0.03
H 2.2031 3.5140 -2.7476 0.26 0.31 -0.54 0.08
C 0.8887 1.4869 0.1560 0.02 -2.06 1.28 0.02
C 0.8143 -0.0589 -0.0564 0.13 2.38 -0.50 -0.80
O -0.3097 -0.5926 -0.0075 -2.15 -1.31 0.18 -0.11
O 1.8586 -0.6224 -0.3760 1.58 -1.45 -0.17 -0.06
H 1.9101 1.6777 0.4853 0.01 0.82 -0.94 0.06
H 0.2921 1.7083 1.0410 -0.48 0.44 -0.29 0.05
H 0.4946 1.9361 -0.7556 0.49 0.50 0.27 0.07
P 5.1424 3.4541 1.1789 -1.04 2.20 -1.13 0.30
F 5.4448 1.8603 0.9539 0.49 0.58 -0.11 -0.18
F 4.4792 3.6141 -0.3730 1.61 -0.51 1.86 -0.20
F 3.6125 3.0065 1.6583 0.16 -0.84 0.27 -0.22
F 4.6577 4.9527 1.5434 0.75 0.12 -0.83 -0.17
F 5.6564 3.3849 2.7352 0.17 -1.05 -0.36 -0.19
F 6.6665 3.9304 0.6895 -2.23 -0.97 0.43 -0.18
P -2.2697 4.8843 2.6690 1.67 1.42 1.28 0.19
F -1.2739 6.2088 2.6222 -1.36 -0.95 -0.29 -0.18
F -3.6113 5.7203 3.0242 0.50 0.25 0.19 -0.17
F -2.6446 5.0425 1.1456 0.05 -0.28 -1.41 -0.15
F -3.1874 3.5207 2.7664 0.43 -0.52 -0.04 -0.22
F -0.9314 3.9532 2.2568 -1.33 0.19 0.53 -0.22
F -1.9157 4.7960 4.2583 -0.11 -0.85 -0.36 -0.19
```
Positions in Å, forces in eV/Å.

Charge: +1
Max |F| (eV/Å): 6.23
HOMO (eV): -7.39
Gap between HOMO and LUMO (eV): 3.78

---

(2)
DFT (wB97M-V/def2-TZVPD) results for C20H23N5O3S3 in the gas phase.

```
54
Properties=species:S:1:pos:R:3:forces:R:3:nbo_charge:R:1
C -3.7815 -0.2508 2.4014 -0.24 0.16 -0.05 -0.62
C -4.3953 0.3566 1.1459 -0.19 -0.42 0.52 -0.22
N -3.4716 0.2823 0.0284 -0.06 -0.94 -0.43 -0.70
C -3.4212 1.4161 -0.8726 -0.03 0.24 -0.57 -0.21
C -4.7045 1.6320 -1.6691 0.19 -0.05 0.14 -0.63
S -3.2556 -1.2184 -0.6761 0.50 0.08 0.23 2.33
O -3.4461 -1.1524 -2.0967 0.22 0.31 0.01 -0.94
O -4.0094 -2.1921 0.0634 0.09 0.20 0.25 -0.95
C -1.5091 -1.4991 -0.3732 -0.61 0.02 -0.31 -0.33
C -1.1315 -2.2283 0.7517 -0.05 -0.14 0.21 -0.20
C 0.1976 -2.4565 1.0457 0.01 -0.04 0.06 -0.23
C 1.1348 -1.9104 0.1804 -0.49 0.24 -0.45 0.11
C 0.7465 -1.1761 -0.9697 0.01 -0.39 0.76 0.15
C -0.5976 -0.9729 -1.2593 0.10 -0.06 -0.05 -0.20
N 1.8666 -0.7260 -1.6150 0.34 -0.16 -0.48 -0.51
C 2.8684 -1.1409 -0.8917 -0.06 0.06 -0.35 0.24
S 4.5138 -0.6144 -1.1497 0.30 0.08 -0.10 0.27
C 4.1702 1.1766 -1.4319 0.09 -0.47 -0.16 -0.54
C 2.9313 1.5653 -0.6971 -0.21 0.38 0.32 0.47
N 2.8919 1.4126 0.5828 0.67 -0.07 -0.04 -0.50
C 1.6928 1.6102 1.1950 -0.79 0.25 -0.62 0.16
C 1.4331 1.4298 2.5761 -0.14 0.04 0.14 -0.28
C 0.1211 1.6154 2.8675 -0.13 0.11 -0.31 -0.35
S -0.8448 2.0203 1.4992 0.42 -0.03 0.02 0.49
C 0.5444 1.9545 0.4863 0.07 -0.08 0.44 -0.38
C 0.5760 2.1800 -0.9310 0.47 0.02 0.14 0.65
O -0.3325 2.4907 -1.6674 -0.40 0.06 -0.25 -0.61
N 1.8730 1.9955 -1.4334 0.00 0.38 0.00 -0.58
N 2.5069 -1.8908 0.1879 -0.20 0.02 -0.32 -0.37
C 3.3849 -2.4448 1.1862 0.23 0.08 0.51 -0.21
C 3.5047 -1.5120 2.3871 0.06 -0.17 -0.15 -0.63
H -2.8002 0.1796 2.5849 0.09 0.02 0.05 0.20
H -3.6843 -1.3239 2.2746 0.04 -0.08 0.11 0.22
H -4.4233 -0.0546 3.2569 -0.05 -0.03 0.14 0.21
H -5.3279 -0.1684 0.9113 -0.05 0.23 0.09 0.20
H -4.6178 1.4120 1.3183 0.02 -0.04 -0.15 0.20
H -2.5913 1.2418 -1.5565 0.05 0.26 0.02 0.23
H -3.1844 2.3047 -0.2788 0.08 -0.12 -0.05 0.20
H -4.9084 0.7489 -2.2679 -0.08 0.02 -0.07 0.23
H -4.5841 2.4876 -2.3282 -0.05 0.11 -0.07 0.22
H -5.5479 1.8151 -1.0066 -0.12 0.06 0.03 0.20
H -1.9129 -2.6262 1.3779 -0.03 -0.10 0.15 0.24
H 0.4906 -3.0266 1.9136 -0.02 -0.07 0.12 0.22
H -0.9195 -0.4376 -2.1360 0.01 0.12 -0.18 0.25
H 5.0471 1.6871 -1.0366 -0.09 0.07 -0.03 0.26
H 4.0776 1.3446 -2.5033 0.03 0.08 0.06 0.23
H 2.1918 1.1807 3.2936 0.13 -0.07 0.16 0.24
H -0.3476 1.5402 3.8293 -0.08 -0.03 0.21 0.24
H 1.9445 2.0357 -2.4434 -0.02 -0.09 0.17 0.43
H 2.9887 -3.4181 1.4888 0.10 0.03 -0.12 0.21
H 4.3645 -2.5916 0.7245 -0.16 -0.11 0.08 0.22
H 2.5391 -1.3963 2.8737 -0.09 0.03 0.07 0.21
H 4.2143 -1.9194 3.1015 0.06 -0.04 0.14 0.22
H 3.8491 -0.5338 2.0595 0.03 0.07 -0.02 0.24
```
Positions in Å, forces in eV/Å.

SMILES: CCN(CC)S(=O)(=O)c1ccc2c(c1)nc(SCc1nc3ccsc3c(=O)[nH]1)n2CC
Max |F| (eV/Å): 1.03
HOMO (eV): -8.56
Gap between HOMO and LUMO (eV): 8.77

---

(3)
DFT (wB97M-V/def2-TZVPD) results for C4H7IN2O in the gas phase.

```
15
Properties=species:S:1:pos:R:3:forces:R:3:nbo_charge:R:1
N 1.5929 0.9717 -1.6352 1.66 -1.40 1.29 -0.64
N 0.4844 0.5321 -1.0176 -2.88 1.60 4.88 -0.28
C -0.1623 -0.6424 -1.1562 -0.83 -1.78 -1.23 0.64
O 0.0460 -1.4440 -2.0642 0.00 0.61 0.64 -0.62
C -1.2495 -0.7982 -0.0584 1.25 0.33 0.75 -0.50
C -0.5833 -0.1274 1.2101 -4.54 1.70 -0.71 -0.47
C 0.0863 1.0659 0.6133 -1.74 -0.71 -4.47 -0.09
I -1.3629 2.6868 0.4018 0.98 -0.29 0.10 0.09
H 1.5004 1.4988 -2.4593 -0.83 0.58 -1.14 0.37
H 2.1586 0.1471 -1.7842 0.55 0.21 -0.39 0.36
H -2.1945 -0.3689 -0.3943 0.35 1.17 0.07 0.24
H -1.6757 -1.7480 0.1915 0.91 -1.29 -0.25 0.24
H -1.5344 0.1980 1.8761 2.65 -0.76 -0.95 0.24
H 0.1683 -0.6343 1.7516 0.36 -1.36 0.49 0.23
H 1.0003 1.2656 1.0259 2.12 1.40 0.93 0.19
```
Positions in Å, forces in eV/Å.

SMILES: NN1C(=O)CC[C@@H]1I
Max |F| (eV/Å): 5.89
HOMO (eV): -9.30
Energy above the lowest of the compared OMol25 structures with the same formula, charge and spin (kJ/mol): 181.2
Gap between HOMO and LUMO (eV): 9.50